Entry 1:
{"formula": "C36H39MnN4O3P", "method": "ωB97M-V/def2-TZVPD", "elements": ["Mn", "C", "N", "C", "C", "O", "C", "O", "C", "C", "O", "N", "C", "C", "H", "H", "H", "H", "H", "H", "H", "H", "H", "H", "H", "H", "H", "H", "H", "H", "C", "C", "C", "C", "N", "C", "C", "C", "C", "C", "C", "N", "H", "H", "H", "H", "H", "H", "H", "H", "C", "C", "C", "C", "C", "C", "P", "C", "C", "C", "C", "C", "C", "C", "C", "C", "C", "C", "C", "H", "H", "H", "H", "H", "H", "H", "H", "H", "H", "H", "H", "H", "H", "H"], "xyz": [[-0.56417, 0.85247, -0.08036], [0.60566, 1.94182, 4.47715], [1.56212, 1.78277, 3.37956], [2.98050, 1.82753, 3.74823], [1.14531, 1.44459, 2.17030], [-0.05809, 1.29864, 1.88243], [2.19821, 1.20439, 1.09756], [1.49453, 0.88299, -0.08501], [2.19285, 1.01948, -1.31702], [1.12907, 1.10723, -2.38549], [-0.07008, 0.97672, -2.06750], [1.51594, 1.34183, -3.62952], [2.92208, 1.44145, -4.03060], [0.52460, 1.44698, -4.70110], [0.77550, 2.90186, 4.96113], [-0.40619, 1.89937, 4.09126], [0.75137, 1.14714, 5.20985], [3.11502, 2.58664, 4.51428], [3.30927, 0.86745, 4.14832], [3.60679, 2.09744, 2.90486], [2.81624, 2.09251, 0.94640], [2.84726, 0.37194, 1.38946], [2.82077, 1.91465, -1.30639], [2.82357, 0.14373, -1.49739], [3.57218, 0.91009, -3.34287], [3.03431, 0.97529, -5.00789], [3.23640, 2.48270, -4.10780], [-0.45672, 1.62981, -4.27890], [0.80168, 2.27047, -5.35653], [0.50312, 0.52394, -5.28326], [-4.83728, 0.25942, 0.09834], [-5.30563, 1.55560, 0.17463], [-4.39038, 2.59596, 0.16680], [-3.04154, 2.31192, 0.08988], [-2.58117, 1.04987, 0.02059], [-3.47168, 0.05214, 0.02227], [-2.00068, 3.35274, 0.03245], [-2.25231, 4.70849, 0.16555], [-1.20796, 5.60604, 0.04538], [0.06645, 5.12476, -0.20871], [0.23515, 3.75637, -0.30916], [-0.76867, 2.88751, -0.18345], [-5.50574, -0.58996, 0.09377], [-6.36636, 1.76170, 0.23204], [-4.73622, 3.61786, 0.20809], [-3.07663, -0.94728, -0.04406], [-3.25178, 5.06798, 0.36183], [-1.38779, 6.66888, 0.14297], [0.91095, 5.78948, -0.32418], [1.21341, 3.33213, -0.50121], [-3.86620, -4.28399, -1.10446], [-3.57274, -3.98891, 0.22100], [-2.45300, -3.23147, 0.53692], [-1.60584, -2.75559, -0.46807], [-1.91291, -3.05311, -1.79395], [-3.03110, -3.81674, -2.10866], [-0.24574, -1.62998, 0.04059], [1.20738, -2.04302, -1.00080], [2.42679, -2.40027, -0.42320], [3.55310, -2.61538, -1.20874], [3.48028, -2.48166, -2.59047], [2.27345, -2.12031, -3.17644], [1.15238, -1.89292, -2.38760], [0.19173, -2.38437, 1.64299], [0.08579, -1.68173, 2.83900], [0.37746, -2.30355, 4.05157], [0.76912, -3.63047, 4.07337], [0.84898, -4.34992, 2.88303], [0.55543, -3.73513, 1.67902], [-4.73384, -4.88199, -1.35161], [-4.20919, -4.35702, 1.01564], [-2.24106, -3.02053, 1.57816], [-1.28670, -2.71337, -2.60490], [-3.24332, -4.04875, -3.14447], [2.50815, -2.52454, 0.65122], [4.48480, -2.90342, -0.73848], [4.35203, -2.67042, -3.20429], [2.19895, -2.02444, -4.25350], [0.24435, -1.56039, -2.86655], [-0.27787, -0.66875, 2.83390], [0.27589, -1.75320, 4.97911], [0.99233, -4.11594, 5.01465], [1.12931, -5.39496, 2.89862], [0.59854, -4.30934, 0.76040]], "mulliken_spin": [1.02, 0.00, 0.00, 0.00, 0.00, 0.00, 0.01, -0.05, 0.01, -0.01, -0.01, 0.00, 0.00, 0.00, 0.00, 0.00, 0.00, 0.00, 0.00, 0.00, 0.00, 0.00, 0.00, 0.00, 0.00, 0.00, 0.00, 0.00, 0.00, 0.00, 0.00, 0.00, 0.00, 0.02, 0.01, 0.03, -0.01, 0.00, 0.00, 0.00, 0.00, -0.02, 0.00, 0.00, 0.00, -0.01, 0.00, 0.00, 0.00, 0.00, 0.00, 0.00, 0.00, -0.01, 0.00, 0.00, 0.02, 0.00, 0.00, 0.00, 0.00, 0.00, 0.00, -0.02, 0.00, 0.00, 0.00, 0.00, 0.00, 0.00, 0.00, 0.00, 0.00, 0.00, 0.00, 0.00, 0.00, 0.00, 0.00, 0.01, 0.00, 0.00, 0.00, 0.00], "total_energy_ha": -3331.924878, "lumo_energy_ev": [-5.1914, -5.2243], "e_above_lowest_kj_mol": 0.0, "s2": 0.848, "orbital_gap_ha": [0.308, 0.299], "charge": 2, "spin_multiplicity": 2}


Entry 2:
{"formula": "C5H8N", "method": "ωB97M-V/def2-TZVPD", "elements": ["C", "C", "C", "C", "C", "N", "H", "H", "H", "H", "H", "H", "H", "H"], "xyz": [[-1.26137, -0.11791, 0.37390], [-1.01550, 0.03278, -1.06401], [1.22426, 1.07168, -0.02708], [1.17859, -1.07173, 0.30038], [0.17906, 0.14487, -0.13097], [1.51250, -0.13842, -0.62857], [-1.58394, 0.76997, 0.90401], [-1.51968, -1.04773, 0.91882], [-1.26394, -0.90179, -1.51190], [-1.48040, 0.80474, -1.56851], [1.15384, 1.94040, -0.72997], [1.41323, 1.22527, 1.07630], [1.47499, -0.80899, 1.30483], [0.90683, -2.02633, 0.08875]], "lowdin_charge": [0.05, 0.01, -0.03, 0.12, -0.43, 0.13, 0.14, 0.15, 0.13, 0.12, 0.18, 0.17, 0.15, 0.12], "total_energy_ha": -249.613863, "lumo_energy_ev": -5.1186, "e_above_lowest_kj_mol": 554.7, "orbital_gap_ha": 0.401, "charge": 1}